Computed, not measured: C25H44NPbSSbSi3Te as an isolated structure, with the ωB97M-V functional and the def2-TZVPD basis.

```
77
Properties=species:S:1:pos:R:3:forces:R:3
Pb -0.53739 -0.55152 -1.37738 -0.069 0.016 -0.380
C -3.80315 0.33607 -3.64495 0.010 0.035 0.028
C -3.16779 0.91143 -2.40909 -0.003 -0.029 -0.079
C -3.31664 0.29050 -1.17033 -0.212 -0.108 0.015
C -2.77030 0.84088 0.00251 -0.010 -0.163 0.145
C -3.05169 0.21517 1.34553 0.012 0.042 -0.044
C -2.03474 2.02030 -0.10154 0.104 -0.045 -0.030
C -1.82499 2.63737 -1.33422 0.032 0.025 -0.052
C -0.99467 3.88688 -1.41546 -0.023 -0.016 0.000
C -2.39589 2.07004 -2.47424 0.004 0.010 -0.018
H -3.11063 0.34041 -4.48774 -0.001 0.002 0.010
H -4.66808 0.93333 -3.93793 -0.002 0.002 0.008
H -4.14830 -0.68378 -3.48082 0.002 0.002 0.005
H -3.92530 -0.60636 -1.09842 0.023 0.006 0.021
H -2.26316 0.43518 2.06556 0.006 0.000 -0.009
H -3.17631 -0.86601 1.27455 0.003 0.008 -0.015
H -3.98151 0.61928 1.74981 0.000 0.003 0.000
H -1.61095 2.46162 0.79393 -0.019 0.013 -0.006
H 0.01031 3.69885 -1.02781 -0.005 -0.003 0.006
H -1.43146 4.67992 -0.80713 -0.001 -0.009 0.000
H -0.91600 4.25183 -2.43831 -0.001 -0.011 0.003
H -2.25767 2.55798 -3.43353 0.009 -0.001 0.013
S 0.33804 -4.51720 1.49290 0.013 -0.016 0.045
C 0.28023 -2.91168 0.93783 0.004 -0.021 -0.024
N -0.20820 -2.73373 -0.25795 -0.152 -0.002 0.071
C -0.59419 -3.95207 -0.82710 0.018 0.127 -0.023
C -1.15408 -4.13290 -2.09444 -0.003 0.024 0.031
C -1.46591 -5.41299 -2.49390 0.006 -0.018 0.008
C -1.22895 -6.51256 -1.65410 -0.005 0.017 -0.017
C -0.67692 -6.34843 -0.40296 -0.006 0.012 -0.003
C -0.36072 -5.05088 0.00004 0.008 -0.053 0.016
H 0.64262 -2.09048 1.54340 -0.015 -0.006 -0.007
H -1.34484 -3.28777 -2.74543 0.005 -0.017 -0.015
H -1.90143 -5.57690 -3.47011 -0.001 -0.004 0.008
H -1.48641 -7.50592 -1.99456 -0.003 0.004 -0.005
H -0.49992 -7.19606 0.24476 0.006 0.005 -0.003
Te 1.21862 0.72546 0.46943 0.365 0.225 0.218
C 6.03547 -1.79038 -1.67996 0.110 -0.017 -0.017
Si 4.36226 -1.80104 -0.88301 0.044 0.218 0.028
C 4.37032 -2.37969 0.87439 -0.018 -0.023 0.141
C 3.05828 -2.63994 -1.90737 -0.069 -0.092 -0.111
Sb 3.64103 0.69107 -0.81492 -0.222 -0.152 0.004
Si 3.29684 1.52425 -3.24252 0.011 -0.008 0.104
C 3.03431 3.35436 -3.17634 0.023 0.119 0.031
C 1.77066 0.66106 -3.87232 -0.119 -0.037 -0.042
C 4.82634 0.99311 -4.15161 0.096 -0.004 -0.007
Si 4.91207 2.32582 0.78051 -0.061 -0.162 -0.157
C 4.74818 1.55369 2.44973 -0.003 -0.036 0.147
C 6.63584 2.35401 0.11398 0.151 0.029 -0.020
C 3.97787 3.90888 0.61404 -0.060 0.149 0.015
H 6.49968 -2.77613 -1.58853 -0.012 0.010 -0.022
H 6.70254 -1.06982 -1.20191 0.015 -0.034 -0.010
H 5.97223 -1.54779 -2.74183 0.023 0.009 0.009
H 4.83106 -3.36936 0.93607 -0.032 0.000 0.002
H 3.35559 -2.45022 1.27150 0.026 0.015 0.019
H 4.94165 -1.70829 1.51711 0.012 -0.044 0.010
H 3.09883 -3.72201 -1.75140 -0.003 0.012 -0.033
H 3.20424 -2.45084 -2.97288 -0.031 -0.004 0.011
H 2.05722 -2.30893 -1.61981 -0.003 -0.041 0.015
H 2.10451 3.59218 -2.65479 0.026 0.034 0.000
H 2.96783 3.75040 -4.19355 -0.030 0.006 0.019
H 3.85291 3.87232 -2.67485 0.002 0.007 -0.043
H 0.87497 1.13823 -3.46385 -0.012 -0.028 0.002
H 1.76739 -0.40700 -3.63810 -0.004 0.009 -0.021
H 1.71808 0.75676 -4.96068 -0.016 -0.007 0.011
H 5.73324 1.10228 -3.55368 0.000 0.015 -0.034
H 4.94922 1.60954 -5.04606 -0.011 -0.037 -0.009
H 4.74859 -0.04782 -4.47116 0.034 -0.002 0.008
H 5.05207 0.50628 2.45543 0.022 0.019 0.023
H 3.72139 1.62052 2.81384 0.017 -0.025 0.018
H 5.39121 2.09007 3.15380 -0.032 -0.013 0.016
H 7.13739 1.39753 0.27357 0.016 0.018 -0.024
H 7.21276 3.12143 0.63864 0.012 -0.029 -0.017
H 6.66443 2.59248 -0.95088 0.018 0.010 0.015
H 2.92981 3.76854 0.88697 0.004 0.037 -0.009
H 4.02648 4.31747 -0.39553 0.000 0.017 0.022
H 4.40531 4.64940 1.29661 -0.025 0.005 -0.015
```
Forces are in eV/Å.

Output
orbital gap = 7.11 eV
total charge = +2
HOMO level = -13.315 eV
LUMO energy = -6.21 eV
ΔE to the lowest compared entry with this formula, charge and spin = 0.0 kcal per mole
DFT total energy = -81667.451 eV

The net atomic charges from Mulliken, expressed in e, are: number 1, Pb, carries 0.89; number 2, C, carries -1.65; number 3, C, carries 0.85; number 4, C, carries -0.93; number 5, C, carries 0.32; number 6, C, carries -1.64; number 7, C, carries -0.43; number 8, C, carries 0.86; number 9, C, carries -1.42; number 10, C, carries -0.52; number 11, H, carries 0.37; number 12, H, carries 0.39; number 13, H, carries 0.38; number 14, H, carries 0.50; number 15, H, carries 0.35; number 16, H, carries 0.36; number 17, H, carries 0.39; number 18, H, carries 0.67; number 19, H, carries 0.10; number 20, H, carries 0.41; number 21, H, carries 0.41; number 22, H, carries 0.44; number 23, S, carries -0.13; number 24, C, carries -0.37; number 25, N, carries 0.26; number 26, C, carries 0.00; number 27, C, carries -0.62; number 28, C, carries -0.81; number 29, C, carries -0.52; number 30, C, carries -0.57; number 31, C, carries 0.92; number 32, H, carries 0.34; number 33, H, carries 0.34; number 34, H, carries 0.42; number 35, H, carries 0.41; number 36, H, carries 0.43; number 37, Te, carries -0.62; number 38, C, carries -1.02; number 39, Si, carries 0.36; number 40, C, carries -0.87; number 41, C, carries -0.45; number 42, Sb, carries 0.13; number 43, Si, carries 0.42; number 44, C, carries -0.94; number 45, C, carries -0.45; number 46, C, carries -1.09; number 47, Si, carries 0.28; number 48, C, carries -0.90; number 49, C, carries -0.98; number 50, C, carries -0.86; number 51, H, carries 0.40; number 52, H, carries 0.31; number 53, H, carries 0.30; number 54, H, carries 0.41; number 55, H, carries 0.18; number 56, H, carries 0.29; number 57, H, carries 0.44; number 58, H, carries 0.40; number 59, H, carries -0.30; number 60, H, carries 0.21; number 61, H, carries 0.41; number 62, H, carries 0.29; number 63, H, carries -0.18; number 64, H, carries 0.18; number 65, H, carries 0.42; number 66, H, carries 0.37; number 67, H, carries 0.40; number 68, H, carries 0.33; number 69, H, carries 0.26; number 70, H, carries 0.30; number 71, H, carries 0.40; number 72, H, carries 0.31; number 73, H, carries 0.40; number 74, H, carries 0.33; number 75, H, carries 0.25; number 76, H, carries 0.27; number 77, H, carries 0.41